Record 1
The following is a quantum chemistry calculation of a cluster of 6 separate species, C25H64ClN6O13 in total in a non-equilibrium geometry, from the OMol25 dataset.

```
109
Properties=species:S:1:pos:R:3
Cl -3.5367 -0.2165 -1.4257
O -4.0299 -0.8820 -0.2308
O -4.3386 -0.6103 -2.5564
O -3.7054 1.2117 -1.1974
O -2.1332 -0.4396 -1.6473
C -7.8850 -0.2079 -0.7415
O -9.1166 -0.2556 -0.6750
N -7.2355 0.5402 -1.6774
N -7.0945 -0.9157 0.1288
H -6.2329 0.6227 -1.7259
H -7.8255 1.0910 -2.2697
H -7.5646 -1.2479 0.9490
H -6.0847 -0.9030 0.1107
C 4.6476 -3.4926 4.0997
O 4.6075 -2.5441 3.0759
C 5.0252 -1.2545 3.4726
C 5.6929 -0.5962 2.2660
N 4.8587 -0.3761 1.0983
C 3.8736 0.7110 1.2545
C 2.9069 0.6516 0.1007
O 2.1263 -0.4997 0.2490
C 1.1228 -0.6573 -0.7327
H 3.8454 -3.3289 4.8322
H 5.6141 -3.4823 4.6252
H 4.5353 -4.4972 3.6929
H 5.8035 -1.3095 4.2495
H 4.1657 -0.7063 3.8731
H 6.5086 -1.2773 1.9952
H 6.2075 0.3159 2.5878
H 4.3577 -1.2481 0.9490
H 4.4438 1.6407 1.1709
H 3.3549 0.6538 2.2152
H 3.4645 0.6850 -0.8454
H 2.2706 1.5535 0.0996
H 0.3971 -1.3731 -0.3539
H 1.5245 -1.0562 -1.6731
H 0.6243 0.2932 -0.9441
C -0.7450 -4.3716 -2.2852
O -1.9076 -4.7293 -1.6006
C -2.1966 -3.7890 -0.5590
C -3.2398 -4.3982 0.3570
N -2.6397 -4.8668 1.6181
C -3.5995 -5.5556 2.4547
C -2.9467 -6.2034 3.6415
O -2.1233 -7.2785 3.2114
C -1.4126 -7.8615 4.2689
H 0.1207 -4.2653 -1.6193
H -0.8729 -3.4210 -2.8256
H -0.5089 -5.1225 -3.0406
H -2.6289 -2.8920 -1.0039
H -1.2760 -3.5454 -0.0214
H -3.7099 -5.2338 -0.1780
H -3.9894 -3.6514 0.6215
H -1.8953 -5.5176 1.3786
H -4.2787 -6.2466 1.9338
H -4.2541 -4.7826 2.8888
H -3.7266 -6.5745 4.3218
H -2.3182 -5.4854 4.1832
H -2.0536 -8.1054 5.1279
H -0.6421 -7.1829 4.6708
H -0.9279 -8.7561 3.8864
C 4.3834 1.3186 6.3131
O 3.5604 1.5339 5.1976
C 2.2001 1.6078 5.5326
C 1.4105 1.9829 4.2943
N -0.0206 1.8903 4.5424
C -0.7680 2.7092 3.5773
C -2.2624 2.6584 3.8397
O -3.0119 3.4475 2.9372
C -2.7890 3.0793 1.5973
H 4.0970 0.3593 6.7719
H 4.2997 2.1301 7.0405
H 5.4057 1.1853 5.9647
H 2.0159 2.3968 6.2775
H 1.8744 0.6477 5.9587
H 1.6923 1.3243 3.4558
H 1.7247 2.9849 3.9977
H -0.3040 0.9281 4.4032
H -0.5237 2.3272 2.5791
H -0.4370 3.7467 3.6520
H -2.4273 3.0363 4.8473
H -2.6001 1.6134 3.7643
H -2.8084 1.9953 1.4317
H -1.7832 3.3690 1.2652
H -3.4747 3.5895 0.9287
C 2.9199 7.2364 -8.8763
O 2.5418 6.9726 -7.5426
C 3.1612 5.8369 -6.9536
C 2.4946 4.5316 -7.3724
N 1.3971 4.2012 -6.4675
C 0.6552 3.0260 -6.8966
C -0.4900 2.6789 -5.9769
O -0.0245 2.2918 -4.7119
C -1.0763 1.8015 -3.9139
H 2.6144 6.4416 -9.5611
H 3.9890 7.4731 -8.9232
H 2.3963 8.1438 -9.1847
H 3.0178 5.9952 -5.8856
H 4.2346 5.7956 -7.1775
H 3.2231 3.7173 -7.3793
H 2.1622 4.6659 -8.4177
H 0.7673 4.9993 -6.5110
H 1.3057 2.1495 -6.9381
H 0.2191 3.1572 -7.9026
H -1.0125 1.8255 -6.4469
H -1.2354 3.4840 -5.8926
H -1.9489 2.4669 -3.9137
H -0.7523 1.6647 -2.8861
H -1.4365 0.8260 -4.2683
```

Values from the calculation:
- Net charge: -1
- Energy above the lowest of the compared OMol25 structures with the same formula, charge and spin: 0.00 kJ/mol
- LUMO energy: 2.121 eV
- Gap between HOMO and LUMO: 8.867 eV
- HOMO energy: -0.2479 hartree



Record 2
The following is a quantum chemistry calculation of a cluster of 6 separate species, C25H64N5O11 in total in a non-equilibrium geometry, from the OMol25 dataset.

```
105
Properties=species:S:1:pos:R:3
N 0.7440 0.2525 -0.0647
O 0.4364 -0.9016 -0.3117
O -0.0413 1.2104 -0.0650
O 1.8876 0.4592 0.1694
C 0.2073 -2.9138 -3.6165
C 0.8582 -1.5247 -3.9567
C -0.0609 -0.3453 -4.0446
O 1.7486 -1.3084 -2.8563
H -0.1052 -3.0786 -2.5853
H 0.9684 -3.6611 -3.8409
H -0.5973 -3.1518 -4.3123
H 1.4552 -1.6007 -4.8655
H -0.6155 -0.1657 -3.1236
H -0.8008 -0.5628 -4.8149
H 0.4597 0.5593 -4.3589
H 1.2666 -1.2946 -2.0262
C -2.2798 -2.8485 -0.2596
O -3.6325 -2.4242 -0.2529
C -3.8918 -1.0763 0.0599
C -3.4241 -0.1296 -1.1624
N -4.4710 0.0730 -2.1850
C -4.8710 -1.1319 -2.8982
C -3.6652 -1.6289 -3.7876
O -4.0481 -2.7357 -4.5898
C -4.0135 -3.9846 -3.9327
H -2.2547 -3.9124 -0.4951
H -1.6955 -2.7370 0.6538
H -1.6869 -2.3866 -1.0490
H -3.3763 -0.7655 0.9686
H -4.9440 -0.9804 0.3279
H -2.4961 -0.4257 -1.6514
H -3.2597 0.8350 -0.6821
H -5.2342 0.6216 -1.8151
H -5.6664 -0.7653 -3.5471
H -5.2152 -1.9158 -2.2236
H -2.8428 -1.9175 -3.1330
H -3.2313 -0.8158 -4.3697
H -4.2856 -4.8399 -4.5512
H -4.7771 -4.0447 -3.1572
H -3.0643 -4.2473 -3.4657
C 3.7769 5.3711 -1.3311
O 2.6804 4.4354 -1.3832
C 1.7478 4.6344 -2.5465
C 0.5592 3.6037 -2.2575
N -0.2392 3.9022 -1.0433
C -1.0595 5.0279 -1.1053
C -1.4486 5.4713 0.2949
O -0.3349 5.9040 1.0415
C 0.3201 7.1540 0.7894
H 4.4494 4.9857 -0.5647
H 3.4390 6.3630 -1.0308
H 4.3071 5.3922 -2.2832
H 2.2720 4.6154 -3.5020
H 1.4331 5.6766 -2.4926
H 0.9985 2.6161 -2.1174
H -0.0237 3.4654 -3.1681
H -0.7133 3.0602 -0.7493
H -1.9797 4.8159 -1.6497
H -0.5717 5.8807 -1.5774
H -1.8931 4.6249 0.8185
H -2.2335 6.2276 0.2964
H 1.0541 7.3130 1.5794
H -0.3080 8.0421 0.7204
H 0.7984 7.0929 -0.1882
C -0.1171 -2.6963 3.3403
O 1.2172 -2.1031 3.1125
C 1.4022 -0.6820 3.2539
C 1.2794 -0.1301 4.7110
N 1.7949 1.2645 4.7255
C 2.0054 1.6895 6.1302
C 0.7642 2.0480 6.9320
O -0.0977 0.9182 7.1033
C -1.0423 1.0817 8.1499
H -0.7713 -2.5074 2.4892
H -0.5967 -2.4941 4.2981
H 0.0259 -3.7766 3.3619
H 0.7213 -0.1858 2.5624
H 2.4071 -0.4462 2.9039
H 1.7393 -0.8942 5.3376
H 0.2302 -0.1878 5.0009
H 2.6162 1.4271 4.1605
H 2.7207 2.5030 6.0095
H 2.5195 0.8968 6.6736
H 0.2083 2.8161 6.3943
H 1.0503 2.4057 7.9211
H -1.6039 0.1683 8.3457
H -1.7615 1.8762 7.9510
H -0.6208 1.3291 9.1242
C 1.0326 -4.5249 0.3608
C 2.5628 -4.1086 0.1800
C 2.9719 -4.1644 -1.3441
O 4.3713 -3.8236 -1.6110
C 4.7211 -4.0188 -2.9845
N 2.6233 -2.7153 0.6753
H 0.8820 -5.4604 -0.1780
H 0.3683 -3.7526 -0.0269
H 0.8328 -4.6852 1.4203
H 3.2188 -4.7235 0.7960
H 2.2931 -3.5515 -1.9370
H 2.9007 -5.1848 -1.7207
H 4.0746 -3.4193 -3.6254
H 4.5393 -5.0346 -3.3353
H 5.7676 -3.7493 -3.1266
H 2.2396 -2.7665 1.6083
H 1.9941 -2.1012 0.1782
```

Values from the calculation:
- Net charge: -1
- Energy above the lowest of the compared OMol25 structures with the same formula, charge and spin: 0.00 kJ/mol
- LUMO energy: 2.515 eV
- Gap between HOMO and LUMO: 7.649 eV
- HOMO energy: -0.1887 hartree



Record 3
The following is a quantum chemistry calculation of a structure of composition C25H64N5O12V in a non-equilibrium geometry, from the OMol25 dataset.

```
107
Properties=species:S:1:pos:R:3
O -2.4530 4.6738 1.2424
V -3.0576 3.7888 2.4739
O -1.8497 3.7654 3.4491
O -1.4690 0.1771 0.2406
C -2.3946 0.6969 1.0167
O -3.3931 0.0098 1.3612
O -2.2701 1.8422 1.4716
H -0.8078 0.8680 0.1567
C -3.8786 -2.0618 3.9357
O -4.9422 -2.4029 3.0346
C -4.9326 -3.7222 2.4577
C -5.6073 -3.8102 1.0292
N -5.1113 -2.7259 0.2029
C -5.6510 -2.6701 -1.1341
C -5.2906 -1.3921 -1.9609
O -5.3713 -0.1856 -1.1328
C -4.5333 0.8389 -1.7470
H -3.9485 -1.0352 4.2952
H -2.9392 -2.1123 3.3853
H -3.9506 -2.8038 4.7310
H -5.4833 -4.3288 3.1766
H -3.8961 -4.0247 2.3090
H -6.6866 -3.6715 0.9654
H -5.2564 -4.7311 0.5636
H -4.1119 -2.8644 0.1552
H -6.7401 -2.7050 -1.1055
H -5.3740 -3.5258 -1.7498
H -5.9158 -1.1667 -2.8249
H -4.2706 -1.5654 -2.3038
H -4.7834 1.7946 -1.2865
H -4.7981 0.9836 -2.7945
H -3.5041 0.5589 -1.5226
C 9.4881 5.3871 1.1144
O 8.1334 5.6328 1.5767
C 7.8531 4.7205 2.6404
C 6.4559 4.9724 3.2871
N 5.3953 4.6998 2.3513
C 4.0456 5.1841 2.7680
C 3.1602 3.9540 3.2158
O 2.4213 3.3643 2.1668
C 1.4397 2.5006 2.6318
H 9.7134 5.9818 0.2291
H 9.5411 4.3392 0.8191
H 10.2499 5.6431 1.8508
H 8.6030 4.8482 3.4211
H 7.8811 3.6905 2.2850
H 6.4699 6.0270 3.5620
H 6.3239 4.3898 4.1989
H 5.6027 5.1721 1.4829
H 3.6118 5.7592 1.9500
H 4.2001 5.8234 3.6372
H 2.5347 4.4054 3.9859
H 3.8297 3.2924 3.7654
H 0.7473 2.9597 3.3375
H 1.8427 1.6457 3.1748
H 0.9488 2.1184 1.7367
C -1.1969 -0.1308 -3.1085
C -0.7842 -1.2649 -4.0128
C -1.8309 -2.4510 -4.2170
O -2.0359 -3.1128 -2.9915
C -2.7429 -4.3235 -3.1808
N -0.6337 -0.6407 -5.3127
H -1.9905 0.5122 -3.4889
H -0.3392 0.5416 -3.0888
H -1.4581 -0.5307 -2.1287
H 0.1832 -1.6410 -3.6800
H -1.4022 -3.1490 -4.9360
H -2.7421 -2.0957 -4.6981
H -2.2656 -5.0466 -3.8423
H -3.7883 -4.3162 -3.4894
H -2.8525 -4.7533 -2.1851
H -0.1969 0.2407 -5.0836
H -1.5150 -0.4842 -5.7807
C -1.7561 -5.0790 0.2459
C -1.3976 -3.6124 0.4144
C 0.0942 -3.2476 0.0417
O 1.0055 -4.2329 0.4749
C 2.3045 -3.8092 0.2528
N -2.3656 -2.7550 -0.3169
H -1.3998 -5.6697 1.0899
H -1.2958 -5.5723 -0.6101
H -2.8279 -5.2694 0.1898
H -1.4981 -3.4008 1.4790
H 0.2272 -2.2509 0.4624
H 0.0842 -3.1436 -1.0433
H 2.5013 -3.6497 -0.8074
H 2.9971 -4.5898 0.5675
H 2.6213 -2.9390 0.8276
H -2.2754 -2.8070 -1.3215
H -2.0125 -1.8483 -0.0461
C 2.1775 -0.3598 -0.5910
C 2.8610 0.5801 -1.6120
C 2.3765 2.0291 -1.4089
O 0.9629 2.0994 -1.5024
C 0.4603 3.3740 -1.3745
N 4.2925 0.6155 -1.4544
H 2.5215 -0.2063 0.4319
H 2.2615 -1.3874 -0.9448
H 1.1187 -0.1291 -0.4735
H 2.5769 0.0293 -2.5087
H 2.7283 2.5757 -2.2838
H 2.6960 2.4913 -0.4749
H -0.6293 3.3562 -1.3985
H 0.7374 4.0303 -2.1994
H 0.6880 3.7828 -0.3900
H 4.5221 -0.3464 -1.2491
H 4.4126 0.9844 -0.5218
```

Values from the calculation:
- Net charge: 0
- Energy above the lowest of the compared OMol25 structures with the same formula, charge and spin: 282.77 kJ/mol
- LUMO energy: -3.510 eV
- Gap between HOMO and LUMO: 3.550 eV
- HOMO energy: -0.2595 hartree



Record 4
The following is a quantum chemistry calculation of a cluster of 6 separate species, C25H65O15PS5 in total in a non-equilibrium geometry, from the OMol25 dataset.

```
111
Properties=species:S:1:pos:R:3
C 5.0146 1.9891 -0.4224
C 3.9179 0.7766 -0.5838
C 3.7890 -0.2159 0.7164
C 4.0118 -1.7991 0.2522
C 5.5686 -2.3015 0.4019
C 6.1205 -3.1447 -0.9323
C 7.2320 -2.1752 -1.6483
C 7.8966 -2.7849 -3.0243
C 6.9136 -2.7555 -4.3358
C 6.3227 -1.2220 -4.6462
P 4.4874 -1.0435 -4.1496
H 6.1242 1.6295 -0.3003
H 4.7496 2.7562 0.4469
H 4.9563 2.6290 -1.4284
H 2.8683 1.2895 -0.7452
H 4.1482 0.0900 -1.5132
H 4.5186 0.0973 1.5946
H 2.6781 -0.1525 1.1487
H 3.3551 -2.4420 0.9923
H 3.6157 -1.9192 -0.8517
H 6.2176 -1.3139 0.5678
H 5.7167 -2.9248 1.4092
H 6.6120 -4.1315 -0.4775
H 5.2173 -3.4542 -1.6087
H 6.7755 -1.0978 -1.8013
H 8.1323 -2.0754 -0.8704
H 8.3515 -3.8492 -2.8467
H 8.8191 -2.0721 -3.2810
H 6.0681 -3.5630 -4.2811
H 7.6052 -2.9985 -5.2772
H 6.4260 -0.9543 -5.7976
H 6.9764 -0.4118 -4.0703
H 4.5851 -2.2029 -3.2803
H 4.8055 0.3057 -3.6799
H 4.0684 -1.1469 -5.5509
H 3.0815 -0.9076 -3.7826
C 3.4974 -0.2283 7.5222
C 4.9919 0.0240 7.5995
O 5.6959 -0.6946 6.5958
S 5.6085 -0.1686 5.0552
C 6.8840 -1.2037 4.3851
O 6.0525 1.2075 5.0012
O 4.3435 -0.5908 4.4892
H 3.0762 0.1736 6.5962
H 2.9788 0.2477 8.3591
H 3.2850 -1.3020 7.5346
H 5.2175 1.0939 7.5383
H 5.3627 -0.3289 8.5684
H 7.8409 -0.9242 4.8269
H 6.9106 -1.0445 3.3051
H 6.6431 -2.2468 4.5988
C -0.1156 -0.1314 2.6650
C -0.4414 0.2300 1.2275
O -1.6068 -0.4426 0.7708
S -3.0599 0.0640 1.3089
C -4.0625 -0.8800 0.1904
O -3.2145 1.4685 0.9968
O -3.2687 -0.4537 2.6458
H -0.8884 0.2317 3.3486
H 0.8362 0.3116 2.9712
H -0.0598 -1.2177 2.7878
H -0.5477 1.3131 1.1049
H 0.3869 -0.0876 0.5843
H -3.8919 -0.5279 -0.8274
H -5.1074 -0.7272 0.4681
H -3.8049 -1.9363 0.2885
C -0.8787 -1.5843 -3.7667
C -1.2045 -1.2228 -5.2042
O -2.3700 -1.8955 -5.6609
S -3.8231 -1.3888 -5.1228
C -4.8256 -2.3329 -6.2413
O -3.9776 0.0156 -5.4349
O -4.0318 -1.9066 -3.7859
H -1.6515 -1.2212 -3.0830
H 0.0731 -1.1412 -3.4605
H -0.8230 -2.6706 -3.6439
H -1.3109 -0.1398 -5.3268
H -0.3763 -1.5405 -5.8474
H -4.6550 -1.9808 -7.2591
H -5.8705 -2.1801 -5.9636
H -4.5680 -3.3892 -6.1432
C -9.2606 -2.6356 3.1531
C -10.2850 -1.7957 2.4127
O -9.6821 -0.6777 1.7757
S -8.8010 -0.9308 0.4276
C -8.6178 0.7677 -0.0510
O -9.6247 -1.6025 -0.5544
O -7.4971 -1.4331 0.8100
H -8.5565 -3.1031 2.4587
H -9.7485 -3.4327 3.7211
H -8.6746 -2.0156 3.8390
H -10.8433 -2.3981 1.6883
H -11.0110 -1.4031 3.1334
H -9.5961 1.1744 -0.3088
H -7.9587 0.8004 -0.9209
H -8.1677 1.3222 0.7746
C -4.2568 4.2262 1.1069
C -3.3783 5.4144 0.7610
O -4.0238 6.2941 -0.1493
S -5.2254 7.2456 0.4063
C -5.3786 8.2834 -1.0244
O -4.7251 8.0429 1.5054
O -6.4334 6.4539 0.5186
H -5.1454 4.5400 1.6622
H -3.7127 3.5073 1.7259
H -4.6041 3.7241 0.1983
H -3.0658 5.9525 1.6622
H -2.4683 5.0529 0.2693
H -4.4626 8.8624 -1.1464
H -6.2252 8.9536 -0.8619
H -5.5659 7.6569 -1.8986
```

Values from the calculation:
- Net charge: 0
- Structure (SMILES): CCCCCCCCCC[PH4].CCOS(C)(=O)=O.CCOS(C)(=O)=O.CCOS(C)(=O)=O.CCOS(C)(=O)=O.CCOS(C)(=O)=O
- LUMO energy: 0.489 eV
- Gap between HOMO and LUMO: 8.943 eV
- HOMO energy: -0.3107 hartree